No. 1
# C53H40BrCuN5O4

C53H40BrCuN5O4 as an isolated structure (ωB97M-V/def2-TZVPD, the Open Molecules 2025 dataset).

Atoms and positions in Å:
Cu (14.40257, 15.67234, 15.68729)
C (7.86317, 22.56879, 15.04434)
O (8.24615, 21.75880, 13.95315)
C (9.03594, 20.68185, 14.17442)
C (9.31904, 20.22949, 15.45896)
C (10.21935, 19.14542, 15.55033)
C (10.74946, 18.53733, 14.42716)
C (10.38388, 19.03013, 13.16770)
C (9.52953, 20.08855, 13.03182)
C (11.80554, 17.50687, 14.65199)
C (13.07807, 17.74037, 14.03398)
C (13.42970, 18.71867, 13.03438)
C (14.59100, 18.26529, 12.43634)
C (14.99516, 17.12453, 13.16249)
N (14.12092, 16.84119, 14.14137)
C (16.23808, 16.45966, 13.06073)
C (16.92686, 16.17257, 14.24588)
C (18.35377, 16.13131, 14.44792)
C (18.60551, 15.98580, 15.76789)
C (17.29923, 15.78911, 16.37037)
C (17.09917, 15.29760, 17.70177)
C (18.20511, 15.39107, 18.69999)
C (19.40358, 14.72515, 18.57699)
C (20.39132, 14.81850, 19.55999)
C (20.22290, 15.67713, 20.61357)
O (21.07606, 15.77224, 21.64263)
C (22.42763, 15.45501, 21.41195)
C (19.07520, 16.43424, 20.70591)
C (18.08839, 16.28805, 19.77582)
C (15.89615, 14.66441, 18.08697)
N (14.73352, 14.67137, 17.35102)
C (13.85807, 13.79800, 17.90367)
C (12.54066, 13.63577, 17.56101)
C (11.69077, 12.47995, 17.93324)
C (11.14037, 11.76624, 16.88607)
C (10.37391, 10.62842, 17.07824)
C (10.12361, 10.18394, 18.37536)
O (9.34657, 9.13341, 18.70200)
C (8.76161, 8.37500, 17.65531)
C (10.60409, 10.92822, 19.43633)
C (11.39068, 12.03634, 19.23207)
C (11.89630, 14.58990, 16.66454)
C (10.45431, 14.83847, 16.60699)
C (10.26602, 15.97183, 15.94526)
C (11.54274, 16.42695, 15.47853)
N (12.48970, 15.51474, 15.93626)
C (14.55515, 13.10752, 19.01428)
C (15.74981, 13.73575, 19.17361)
N (16.31885, 15.95340, 15.45986)
C (16.51275, 15.76492, 11.73770)
C (17.44965, 14.73300, 11.59085)
C (17.40014, 13.81918, 10.56962)
C (16.40106, 13.94475, 9.58781)
O (16.35829, 12.97163, 8.65171)
C (15.11042, 12.76273, 8.02452)
C (15.46349, 14.98974, 9.67586)
C (15.59323, 15.92887, 10.70724)
H (7.24996, 23.36008, 14.58313)
H (8.71297, 22.98613, 15.59683)
H (7.19311, 22.04323, 15.77015)
H (8.94750, 20.69411, 16.33949)
H (10.53065, 18.83030, 16.52849)
H (10.77391, 18.52214, 12.28412)
H (9.20872, 20.47824, 12.06807)
H (12.82679, 19.56909, 12.80372)
H (15.19688, 18.71223, 11.68190)
H (19.03032, 16.30997, 13.64018)
H (19.52208, 16.01052, 16.29840)
H (19.61126, 14.08938, 17.72359)
H (21.30025, 14.25467, 19.43693)
H (22.97987, 15.93968, 22.19098)
H (22.74726, 15.84560, 20.44619)
H (22.58538, 14.37844, 21.41979)
H (19.07436, 17.18629, 21.47583)
H (17.20680, 16.89121, 19.90856)
H (11.29204, 12.14936, 15.92971)
H (9.95332, 10.10595, 16.21621)
H (8.41641, 7.47652, 18.12504)
H (9.53479, 8.10022, 16.88694)
H (7.99224, 8.95093, 17.13357)
H (10.34118, 10.59301, 20.43744)
H (11.75935, 12.56816, 20.10852)
H (9.70988, 14.22584, 17.09881)
H (9.34535, 16.48806, 15.75129)
H (14.10703, 12.30770, 19.57287)
H (16.47908, 13.55821, 19.95558)
H (18.14707, 14.52467, 12.38663)
H (18.07444, 12.92140, 10.65390)
H (15.14106, 11.81656, 7.48594)
H (14.90789, 13.55955, 7.30312)
H (14.32721, 12.72428, 8.77519)
H (14.70350, 15.05412, 8.94045)
H (14.81544, 16.66746, 10.82114)
Br (12.80509, 13.12168, 12.92845)
C (14.37650, 12.52506, 13.78778)
C (14.21810, 11.35694, 14.56297)
C (15.28290, 10.99171, 15.34021)
C (16.44139, 11.76240, 15.28914)
C (16.49674, 12.89458, 14.49353)
N (15.45880, 13.25591, 13.75855)
H (13.25677, 10.90026, 14.59089)
H (15.22387, 10.19031, 16.06671)
H (17.23113, 11.49810, 15.95527)
H (17.39854, 13.50715, 14.44785)

Forces on the atoms, in the same order (eV/Å):
0.210 0.113 0.183
-1.111 0.046 0.207
-0.260 0.383 -0.072
-0.661 0.809 1.052
1.279 -1.230 -1.167
-0.861 0.957 0.102
0.347 -0.040 0.278
0.394 -1.004 -0.410
-0.009 -0.180 -0.297
0.786 0.599 -0.482
-0.064 -0.266 -0.122
-0.083 -1.085 0.206
-0.571 0.324 0.593
-0.466 0.191 0.906
-0.636 0.323 -0.181
0.799 -1.462 -0.630
0.087 -0.336 -0.232
-0.152 0.041 -0.760
-1.332 0.008 -0.153
0.019 -0.322 1.126
-0.817 -0.196 -0.244
-0.241 0.490 -0.167
0.469 -0.483 0.162
0.099 -0.142 -0.941
-0.169 -0.549 0.134
0.411 0.533 0.687
-0.196 -0.174 -0.521
0.340 0.366 0.115
-0.560 -0.150 -0.150
0.330 0.717 -1.113
0.483 0.650 -0.269
0.790 -0.999 1.054
-0.902 0.906 -1.350
0.214 -0.133 0.806
-0.334 -0.555 1.118
-0.347 -0.486 -0.181
-0.258 0.577 -0.642
-0.197 -0.528 0.004
1.377 0.393 -0.873
0.119 -0.232 0.668
0.436 0.472 0.030
-0.856 -0.626 0.831
0.390 -1.705 1.328
-0.247 1.300 -0.903
0.360 -0.565 -0.031
0.745 0.982 -0.389
-0.155 0.828 -0.516
-0.461 -0.755 0.583
0.397 0.278 0.069
0.391 1.069 0.491
-0.049 -0.031 0.685
0.375 -0.665 -0.090
-0.066 0.190 0.642
0.113 -0.395 -0.107
-0.035 0.141 -0.357
1.798 -0.124 0.561
-0.750 -0.884 -0.246
0.444 -0.141 0.344
-0.015 -0.052 -0.226
0.543 0.129 -0.515
-0.254 0.297 0.435
0.093 -0.232 0.258
-0.085 0.197 0.195
0.170 -0.107 0.181
0.003 0.359 -0.212
0.063 0.351 -0.417
0.468 0.054 -0.173
0.609 0.005 0.187
-0.235 -0.077 0.031
0.124 -0.145 0.049
0.393 0.070 0.437
0.115 0.060 -0.091
0.122 -0.146 0.114
-0.425 0.054 0.268
-0.330 0.060 -0.281
0.260 0.336 -1.671
0.171 0.230 0.275
-0.513 -0.345 0.058
-0.578 0.099 0.661
-0.188 -0.176 0.198
0.110 0.127 -0.121
-0.037 0.038 -0.266
0.073 0.090 -0.064
-0.227 -0.018 -0.036
0.102 -0.091 0.263
-0.021 -0.023 -0.243
0.097 0.113 0.139
-0.833 1.082 -0.597
0.208 0.037 0.116
-0.128 -0.025 0.026
-0.271 0.007 0.061
-0.638 0.285 -0.394
0.026 -0.008 -0.236
-0.081 0.350 -0.412
0.018 -0.821 1.029
0.157 1.141 -0.542
0.344 0.220 0.338
-0.185 0.069 0.163
0.378 -0.872 0.384
-0.655 0.681 -0.777
-0.387 -0.506 0.043
-0.086 -0.144 -0.212
0.652 0.009 0.176
-0.278 -0.007 0.028

Values from the calculation:
HOMO energy (spin up / spin down)   -6.326 / -6.301 eV
Multiplicity   2
<S²>   0.76
Gap between HOMO and LUMO (spin up / spin down)   5.26 / 5.22 eV
LUMO level (spin up / spin down)   -0.03920 / -0.03962 Eh

No. 2
# C19H14BrIrN6O7

C19H14BrIrN6O7 as an isolated structure (ωB97M-V/def2-TZVPD, the Open Molecules 2025 dataset).

Atoms and positions in Å:
Ir (0.55760, -0.06034, 0.08374)
N (0.65086, -0.96522, -1.76385)
C (2.08417, -1.11648, -2.10437)
C (2.88385, -1.39465, -0.84138)
O (3.88544, -2.07866, -0.84782)
N (2.32714, -0.81711, 0.28088)
C (2.45364, -1.53417, 1.53318)
C (1.10315, -2.26163, 1.74359)
O (0.97335, -3.14507, 2.55591)
O (0.16014, -1.83598, 0.93171)
H (0.16367, -1.85616, -1.73832)
H (0.20944, -0.31143, -2.41884)
H (2.40746, -0.17233, -2.54407)
H (2.25820, -1.91958, -2.81696)
H (2.59281, -0.83969, 2.36140)
H (3.26754, -2.25447, 1.51028)
O (-3.37491, 1.27506, -0.35171)
C (-2.43580, 0.77120, 0.23132)
O (-1.35302, 0.39024, -0.39731)
C (-2.51975, 0.61347, 1.73356)
C (-3.13942, 1.61321, 2.47515)
C (-3.20526, 1.46489, 3.84861)
C (-2.68771, 0.31258, 4.42082)
C (-2.12259, -0.64187, 3.58837)
N (-2.02770, -0.49469, 2.27130)
H (-3.54024, 2.47902, 1.96736)
H (-3.64974, 2.23583, 4.46519)
H (-2.71555, 0.15538, 5.49091)
H (-1.71370, -1.56362, 3.99017)
Br (1.15051, 8.33854, -2.28311)
C (1.05248, 6.44577, -2.13523)
C (1.21421, 5.85426, -0.89461)
C (1.14258, 4.47237, -0.80471)
C (0.91013, 3.70126, -1.93770)
C (0.74595, 4.31860, -3.17167)
C (0.81824, 5.69759, -3.27867)
C (0.81730, 2.20573, -1.84724)
O (0.56926, 1.52688, -2.83927)
O (1.03551, 1.75887, -0.64840)
H (1.38913, 6.44371, -0.00534)
H (1.26868, 3.99771, 0.15758)
H (0.55627, 3.70357, -4.04104)
H (0.69160, 6.18849, -4.23348)
N (0.60112, 0.91421, 1.85876)
C (0.47371, 1.85417, 2.53444)
N (0.25757, 2.85947, 3.29220)
C (0.77484, 4.03351, 2.96173)
N (1.18750, 5.09119, 2.73143)

Forces on the atoms, in the same order (eV/Å):
-0.135 0.143 -0.047
0.084 -0.004 0.041
-0.078 0.066 -0.010
0.029 -0.020 0.018
-0.017 0.000 0.003
0.061 -0.044 -0.002
-0.023 0.007 -0.014
0.019 -0.014 -0.031
-0.010 0.005 0.014
0.039 -0.022 -0.023
-0.001 0.000 0.016
-0.014 0.019 0.028
0.006 -0.013 -0.005
0.018 -0.006 -0.001
0.004 0.012 0.008
0.002 -0.001 -0.004
-0.020 -0.034 -0.025
0.081 0.172 0.033
-0.053 -0.172 -0.014
-0.022 -0.049 -0.017
0.031 0.045 0.001
0.000 -0.012 -0.013
0.005 0.005 0.006
0.022 -0.025 -0.015
-0.068 -0.018 0.010
0.006 -0.001 0.007
0.003 0.004 -0.005
0.002 -0.003 0.001
0.003 0.010 0.005
0.000 -0.003 0.000
0.005 0.004 0.010
0.000 -0.006 -0.011
0.020 -0.001 0.014
0.020 0.004 0.001
-0.001 0.002 -0.009
-0.004 -0.002 -0.006
-0.054 -0.022 0.078
0.023 -0.012 -0.017
0.027 -0.042 -0.030
-0.012 0.004 0.005
-0.013 0.012 -0.015
0.000 0.002 0.001
-0.002 0.001 -0.001
0.118 -0.150 0.202
-0.196 0.262 -0.371
0.064 -0.093 0.157
0.046 -0.017 0.040
-0.013 0.004 -0.015

Values from the calculation:
HOMO energy (spin up / spin down)   -6.282 / -6.378 eV
Multiplicity   2
<S²>   0.75
Gap between HOMO and LUMO (spin up / spin down)   8.63 / 6.59 eV
LUMO level (spin up / spin down)   0.08621 / 0.00775 Eh
Relative energy (zero: lowest compared OMol25 entry of this formula, charge and spin)   1.0 kcal/mol
Total charge   -1

No. 3
# C2H7N3O2

C2H7N3O2 as an isolated structure (ωB97M-V/def2-TZVPD, the Open Molecules 2025 dataset).

Atoms and positions in Å:
C (-0.86511, 0.19213, -0.67775)
C (-0.97367, 0.23401, 1.24805)
N (0.08647, -0.82242, -0.99372)
N (1.43343, -0.58312, -1.11036)
N (0.30184, 0.78611, 1.62841)
O (1.79762, 0.56189, -1.11025)
O (2.08375, -1.60721, -1.28005)
H (-0.58598, 1.07544, -1.06084)
H (-1.77180, -0.12716, -1.08318)
H (-1.88873, 0.87031, 1.51040)
H (-1.13674, -0.84236, 1.59428)
H (-0.15486, -1.66961, -1.45566)
H (1.18714, 0.20381, 1.42198)
H (0.48663, 1.72818, 1.36870)

Forces on the atoms, in the same order (eV/Å):
-0.398 -3.295 4.784
0.079 0.228 -3.369
0.618 0.387 0.304
-1.586 -1.350 -0.807
1.254 -2.149 0.941
0.788 0.579 0.350
0.542 0.659 0.081
1.004 3.458 -0.912
-1.597 -0.423 -0.597
1.593 -0.739 -0.241
0.416 1.550 -0.616
-0.091 -0.576 0.034
-2.423 1.132 0.399
-0.200 0.541 -0.352

Values from the calculation:
HOMO energy   -8.445 eV
Gap between HOMO and LUMO   9.09 eV
LUMO level   0.02361 Eh
Relative energy (zero: lowest compared OMol25 entry of this formula, charge and spin)   144.0 kcal/mol